Record 1
This record from OMol25 describes C25H45F3GdN11O3PS as an isolated structure in a non-equilibrium geometry. The level of theory is wB97M-V/def2-TZVPD.

Its spin multiplicity is 8. The calculation puts the energy above the lowest of the compared OMol25 structures with the same formula, charge and spin at 22.7 kJ/mol. The orbital gap (alpha / beta) is 7.38 / 7.58 eV. As for the total charge: +1.

Geometry (Å):
H1 -0.2485 2.7633 -3.2573
C1 -0.0323 2.4519 1.3165
H2 -1.2318 -2.3805 -1.7254
N1 4.4066 -1.1512 -0.5429
H3 -3.8215 1.2501 1.1069
H4 5.7085 2.6112 0.1082
H5 -3.5602 2.6286 -0.9812
H6 5.2065 -3.1101 -0.0390
H7 -3.1485 -2.7553 2.4336
H8 -1.5802 -2.3181 0.6589
H9 -1.1082 -3.0832 -4.1266
H10 1.6331 1.2586 1.5737
C2 4.8768 0.0819 -0.1629
C3 -2.4410 2.6203 -0.8857
N2 0.5153 -3.3936 -1.0531
H11 -2.4237 4.4718 -2.0465
N3 4.1741 3.6263 -0.8894
C4 -3.9391 0.1516 0.8814
C5 0.9363 1.9034 3.5673
H12 -2.0090 -0.3618 -2.2687
H13 -2.4403 1.3233 3.1879
C6 4.1696 1.2692 -0.4800
H14 -3.7240 -3.6559 1.0887
N4 -1.0288 1.4176 1.6146
N5 1.6593 -1.3087 -3.2538
C7 -1.5661 0.6469 -2.2769
H15 -0.6808 1.9587 4.9824
O1 4.2202 -2.7362 2.9993
H16 -5.5950 -2.5295 2.2712
C8 4.7897 2.5134 -0.3945
H17 1.1135 -4.1937 -1.2972
H18 -0.8748 3.9853 -1.3532
O2 2.9967 -0.7853 1.9547
H19 -5.4602 -2.1054 0.5740
C9 2.3932 2.1916 -1.4518
H20 1.8874 -0.3647 -3.5194
P1 -1.3099 0.3607 0.3901
H21 1.9388 3.0104 1.8731
N6 -0.1884 -0.5867 -0.1390
C10 -1.3373 1.1598 3.0643
N7 6.0557 0.0387 0.5055
H22 -1.1330 0.1139 3.2945
H23 2.4609 4.3113 -1.8905
C11 -1.3582 2.9039 -3.1551
H24 1.1156 0.8890 3.8430
H25 -4.3757 0.1315 -0.1619
H26 0.3847 -1.5986 -4.9431
H27 -0.4385 0.5239 -2.3233
H28 -2.8821 -2.2446 -0.4873
C12 -2.6508 -1.9903 0.5390
H29 -4.3585 -0.5890 2.8718
H30 1.3308 2.1598 -1.8584
H31 -2.3783 2.8532 0.1732
N8 -1.8258 1.2953 -0.9465
N9 2.9492 1.0828 -1.0339
H32 7.0073 -1.6336 1.0937
H33 1.6332 2.6193 4.0978
H34 0.0801 2.4099 0.2399
H35 -1.6199 1.1198 -4.3056
H36 -5.8373 0.0560 1.9747
C13 -4.8608 -0.5126 1.8883
H37 -0.3099 -0.8621 -3.3962
C14 -0.2203 -3.0208 -3.4566
C15 1.2710 2.1549 2.0167
C16 -0.6686 -3.2648 -1.9786
H38 -0.9332 3.1743 3.6820
C17 1.6555 -2.5162 3.5302
H39 -3.1687 1.5127 -3.5015
F1 1.3486 -3.7857 3.3309
C18 0.3513 -1.6005 -3.8523
H40 2.3734 -1.9057 -3.6207
N10 6.2347 -1.2928 0.5569
H41 -0.3261 3.5106 1.4986
C19 -2.0103 1.5310 -3.4124
C20 -1.7465 3.6167 -1.8342
H42 -1.6922 3.5460 -3.9573
N11 -2.6302 -0.5515 0.8513
C21 2.9447 3.4425 -1.3905
C22 -0.5602 2.1332 3.8757
S1 3.0559 -2.1725 2.3448
H43 0.5533 -3.7683 -3.7119
O3 2.5853 -2.9574 1.1644
C23 -3.5708 -2.6749 1.4554
H44 0.1323 -3.7014 -0.1072
Gd1 1.7207 -1.2280 -0.4011
H45 -1.4433 -4.1067 -1.9822
F2 0.6170 -1.7201 3.1189
C24 -4.9684 -1.9987 1.5374
F3 1.9272 -2.2829 4.7940
C25 5.3031 -1.9868 -0.0724

***

Record 2
This record from OMol25 describes C34H47KN4OP3S as an isolated structure in a non-equilibrium geometry. The level of theory is wB97M-V/def2-TZVPD.

The calculation puts the energy above the lowest of the compared OMol25 structures with the same formula, charge and spin at 0.0 kJ/mol. The orbital gap is 8.29 eV. As for the total charge: +1.

Geometry (Å):
H1 6.6420 -0.9113 -3.6968
H2 2.3023 -3.4029 1.9092
C1 5.6524 -2.2881 -1.5833
C2 -5.3392 -3.9045 -1.9200
H3 -0.8006 4.0116 -0.2711
C3 0.3834 1.2525 1.2964
H4 7.0747 0.2312 0.7274
C4 -6.0830 0.1709 2.2643
C5 -3.0033 -2.6000 -1.1244
C6 1.4136 3.2426 2.1683
H5 -1.5412 -4.0943 3.6611
C7 -4.2569 -4.6360 -1.4542
H6 -7.0310 0.7058 2.2676
H7 -5.2136 2.9045 -3.3762
H8 -4.0439 -0.7900 -1.6609
H9 -5.7522 0.0661 1.2330
C8 0.4497 -3.7875 2.9205
H10 -4.3150 -5.7143 -1.3945
H11 -2.9396 3.0052 1.0123
H12 -3.1112 0.2071 4.4298
C9 -0.2197 3.3981 0.4081
H13 4.7331 2.8397 -0.7600
H14 3.4481 0.0640 -3.6274
C10 6.4313 1.0242 0.3340
H15 4.4501 1.2173 2.1903
C11 0.6705 4.0080 1.2783
H16 0.2608 0.1735 1.3302
C12 -4.5985 3.6990 -0.1400
H17 -2.6271 -3.1058 1.6928
H18 3.4401 -0.0453 1.4618
H19 -1.6309 -0.5376 2.6400
H20 -6.2545 -0.8164 2.6921
C13 -2.4651 0.1248 2.3847
H21 3.7560 3.4044 -2.1125
H22 -3.1318 1.6264 -3.0468
N1 5.4393 -0.9027 -1.9822
H23 7.4934 -0.4426 -2.2199
C14 -3.5441 -0.0075 3.4515
P1 -1.4483 -1.7356 -0.7477
H24 4.4666 1.3933 -4.1605
C15 -2.9878 -0.2270 1.0053
H25 1.8353 1.2606 2.8707
C16 -5.2421 3.6688 -1.3704
H26 4.7894 -2.6579 -1.0355
C17 3.6751 1.1167 -3.4571
H27 -3.9254 -1.0314 3.5026
C18 1.2690 1.8633 2.1730
H28 -6.1530 4.2344 -1.5159
N2 -1.9817 -0.2533 -0.0711
O1 3.1478 -0.7593 -0.8252
H29 -5.0090 4.2756 0.6776
H30 6.3754 0.6864 -2.9990
H31 0.9209 -4.2276 3.7888
C19 4.4585 0.3101 1.5817
H32 6.5256 1.8988 0.9816
C20 6.5444 -0.3603 -2.7589
H33 -6.0942 -1.9433 -2.3558
H34 5.0453 -0.4533 2.1013
C21 -3.5441 2.2049 -2.2280
C22 -0.7798 -2.6519 0.6845
H35 -3.7767 0.4707 0.7160
P2 4.3918 0.0267 -1.1125
C23 -3.4290 2.9799 0.0467
H36 -3.4625 -1.2123 1.0363
H37 2.0911 3.7210 2.8626
P3 -1.4246 1.1721 -0.8439
H38 -2.2617 -4.5722 -0.6878
H39 0.7749 5.0846 1.2744
H40 1.2336 -2.4506 -0.0785
C24 -5.2539 -2.5201 -1.9930
H41 5.7845 -2.9061 -2.4735
C25 4.5372 2.6999 -1.8190
C26 0.6098 -2.7650 0.7556
H42 5.4406 2.9354 -2.3929
C27 -0.3867 2.0135 0.4166
K1 1.1604 -0.2221 -1.6894
C28 1.2243 -3.3217 1.8699
C29 -1.5455 -3.1494 1.7406
H43 -6.2460 -4.4089 -2.2231
H44 6.7971 1.3094 -0.6500
S1 -4.9504 1.1208 3.2940
H45 -2.0703 1.1424 2.4001
C30 -2.8941 2.2193 -0.9932
C31 -4.7169 2.9218 -2.4155
C32 -4.0933 -1.8723 -1.6024
C33 -0.9372 -3.7115 2.8496
H46 6.5482 -2.3870 -0.9616
C34 -3.0961 -3.9871 -1.0578
H47 2.7981 1.7248 -3.6975
N3 4.0864 1.3408 -2.0757
N4 5.0404 0.6009 0.2791

***

Record 3
This record from OMol25 describes a 2-piece molecular cluster, C3H8OS2 overall. The level of theory is wB97M-V/def2-TZVPD.

As for the SMILES: C=CO.CSS. The calculation puts the energy above the lowest of the compared OMol25 structures with the same formula, charge and spin at 113.4 kJ/mol. The orbital gap is 8.96 eV.

Geometry (Å):
S1 -0.1892 -0.3606 2.1252
H1 0.2229 -0.7710 4.4898
C1 -0.0584 -0.4841 -3.2213
H2 0.5178 0.8990 4.0039
O1 -1.4534 1.4018 -3.0398
H3 1.9312 -1.5661 1.1713
C2 -0.2482 0.8143 -3.2983
H4 0.5907 1.4549 -3.5556
H5 -0.8322 -1.1975 -2.9633
S2 1.1527 -1.9622 2.1878
H6 -1.1412 0.2892 4.2777
H7 -1.2868 2.2850 -2.7001
H8 0.9479 -0.8622 -3.3803
C3 -0.1538 0.0596 3.9031

***

Record 4
This record from OMol25 describes C19H23NReSb as an isolated structure in a non-equilibrium geometry. The level of theory is wB97M-V/def2-TZVPD.

Its spin multiplicity is 4. The calculation puts the energy above the lowest of the compared OMol25 structures with the same formula, charge and spin at 0.0 kJ/mol. The orbital gap (alpha / beta) is 7.29 / 6.92 eV. As for the total charge: +1.

Geometry (Å):
H1 -5.8422 -2.2043 0.7344
H2 -4.1537 -2.3537 2.5803
H3 3.9284 0.4553 -3.0563
H4 1.1097 1.6661 1.8271
C1 1.6710 -1.8013 3.5153
C2 -3.8658 -1.9825 1.5908
H5 2.2148 1.5433 4.0577
H6 -5.1440 -1.4179 -1.5406
H7 1.8229 -2.7812 3.9796
C3 -4.8087 -1.9093 0.5548
C4 -0.5796 2.2106 -1.9528
C5 -1.0269 3.5031 -2.2444
C6 1.0393 -1.7093 2.2635
Re1 0.7065 -1.8185 -2.0460
H8 1.7976 -0.5504 -1.9999
H9 2.2096 -3.9414 -2.6577
H10 -1.7960 -1.6488 2.1534
H11 -1.9699 5.2736 -1.4369
C7 -2.5403 -1.5796 1.3609
H12 3.0160 -2.5455 -2.8700
C8 -1.3493 2.4307 0.3354
C9 -2.1850 -1.0833 0.1069
H13 -0.9111 3.9158 -3.2562
N1 2.3527 -3.0108 -2.2507
C10 -0.7323 1.6868 -0.6687
C11 -3.0966 -1.0595 -0.9375
H14 -2.2746 4.3239 0.8620
C12 2.0905 -0.6291 4.1553
H15 5.6512 0.5222 -3.4712
H16 5.1797 0.4061 -1.7850
Sb1 -0.1440 -0.4008 -0.3018
C13 1.8887 0.6291 3.5533
H17 -1.5040 2.0085 1.3311
C14 1.2570 0.6965 2.3034
H18 4.8822 1.8953 -2.6907
C15 -1.7972 3.7370 0.0692
C16 4.9033 0.8108 -2.7351
H19 -0.1287 1.5995 -2.7441
C17 -1.6295 4.2639 -1.2223
C18 0.8146 -0.4675 1.6738
C19 -4.4249 -1.4607 -0.7206
H20 -2.7828 -0.7416 -1.9390
H21 2.8569 -3.1673 -1.3731
H22 2.5722 -0.6869 5.1296
H23 0.7222 -2.6270 1.7625

***

Record 5
This record from OMol25 describes an isolated ion of composition C3H8NO2 and charge +1 in a non-equilibrium geometry. The level of theory is wB97M-V/def2-TZVPD.

Its spin multiplicity is 3. The calculation puts the energy above the lowest of the compared OMol25 structures with the same formula, charge and spin at 293.2 kJ/mol. The orbital gap (alpha / beta) is 4.94 / 5.66 eV. As for the total charge: +1.

Geometry (Å):
H1 -0.5274 -2.0923 0.1751
H2 -2.4095 -0.5493 -0.5113
H3 1.1892 1.0071 0.9406
C1 -1.3464 -0.2042 -0.5458
O1 1.0790 -0.7385 -0.1870
H4 -0.9710 -0.3645 -1.6280
H5 -1.2366 0.9860 1.0815
O2 2.8742 0.5215 -0.1567
C2 -0.4049 -1.0121 0.2691
H6 -2.0346 1.7231 -0.3206
N1 -1.2265 1.1765 0.0685
C3 1.7279 0.2416 0.2596
H7 3.5060 0.0724 -0.7473
H8 -0.2194 -0.7673 1.3024

***

Record 6
This record from OMol25 describes a 6-piece molecular cluster, C31H79N5O11 overall in a non-equilibrium geometry. The level of theory is wB97M-V/def2-TZVPD.

As for the SMILES: COCCNCCOC.COCCNCCOC.COCCNCCOC.COCCNCCOC.COCCNCCOC.CO. The calculation puts the energy above the lowest of the compared OMol25 structures with the same formula, charge and spin at 91.4 kJ/mol. The orbital gap is 9.29 eV.

Geometry (Å):
H1 -1.1229 -1.2879 2.1158
H2 6.7923 -1.4955 -0.5478
H3 2.2869 1.7550 -4.0097
C1 -0.0965 1.0364 1.6854
C2 -1.7732 -1.1546 4.1407
H4 4.7117 0.7544 4.1862
H5 1.9263 -1.5389 3.4340
H6 -2.2699 -3.5968 -3.1424
C3 0.4711 -5.2347 5.6514
C4 2.5896 0.5627 -0.5278
H7 0.4827 -2.3870 2.8292
C5 5.8617 0.3329 1.9129
H8 -1.1407 4.9366 1.2846
H9 -0.8411 -1.5138 4.5416
H10 2.2549 -3.2938 5.1545
H11 -3.7667 -5.4646 6.9809
C6 4.0155 0.7365 3.3046
C7 -0.9026 2.3459 1.4595
H12 -2.4972 2.7037 -2.7203
O1 4.7119 1.1246 2.1648
H13 6.3777 1.3489 -1.1587
H14 -2.2707 4.2634 2.5027
H15 -6.5317 2.5737 -1.5215
H16 -4.6812 2.6187 -6.1621
H17 -4.5001 -2.8958 -3.6181
C8 -2.9107 -4.8632 7.1858
H18 0.6989 -2.4797 5.2593
H19 -0.8282 1.1574 3.4850
C9 -1.4849 -0.5360 2.7769
O2 7.3320 0.5564 -2.9916
H20 -0.3285 -3.3199 -2.3011
H21 2.7581 -1.6738 1.5287
C10 -5.4758 2.6632 -1.1738
C11 6.7990 0.8129 -4.2784
O3 -0.4521 3.2768 2.3549
C12 -4.1727 -0.2150 -3.1059
H22 -0.9247 5.2311 3.0617
H23 1.0766 -4.9002 3.6840
H24 -2.4921 -2.0084 4.0926
H25 -4.0200 3.9060 -4.1860
H26 -4.2427 -0.5085 -4.1440
O4 0.2808 2.4136 -4.4924
H27 0.2562 -6.2728 5.4171
H28 6.3069 2.1252 0.9370
H29 -0.7621 2.6973 0.3645
O5 -2.2076 -0.0662 4.9413
H30 -2.7388 4.6999 -5.1483
H31 -5.4991 2.6228 -0.0761
H32 -6.0528 0.7955 -3.0427
C13 -4.0622 3.5170 -6.2591
H33 -1.3196 -0.5195 6.6785
C14 -1.2145 4.4994 2.2676
O6 -4.7367 1.5370 -1.5652
H34 2.6466 1.6717 -0.4774
O7 3.6596 -0.1538 -1.1247
C15 -1.7589 2.8822 -3.5151
H35 5.7628 0.5494 -4.2712
H36 6.8667 1.8887 -4.4381
H37 1.4069 -5.2908 6.1946
H38 1.7868 -2.7942 0.6152
H39 3.5730 -0.2688 3.3270
H40 8.1206 -0.3557 -0.8023
N1 -2.4170 2.6946 -4.7389
H41 -0.9170 0.9794 -3.4552
H42 -0.3741 0.3815 0.8798
N2 -0.3561 0.4372 2.9479
C16 1.4259 1.5447 -4.6310
H43 -2.8937 -1.3538 6.4399
H44 5.6212 -0.6721 1.4551
C17 -2.3321 -0.4435 6.3144
C18 -5.6929 4.4342 -7.5490
C19 7.0557 -0.5246 -0.9792
C20 1.2714 -3.1595 4.6478
N3 -4.6346 -1.3301 -2.2613
H45 -0.2746 -1.5573 -2.2754
H46 -3.1063 -3.8148 6.9775
H47 5.7714 -0.7357 -2.6332
C21 2.5632 -2.7567 1.3363
H48 7.3929 -1.5196 -2.9296
H49 -6.4028 3.6803 -7.2140
H50 -6.2072 5.3721 -7.8593
H51 1.1017 0.5766 -4.2697
H52 -1.4991 3.9648 -3.3332
H53 -0.2607 -4.8145 7.6959
H54 3.2074 1.4271 3.4477
H55 -5.0615 3.5770 -1.5614
C22 -3.3218 3.8112 -5.0169
C23 -2.6032 -2.6505 -2.7751
H56 -2.2147 -1.9944 -3.5223
C24 6.6578 1.1129 0.8227
H57 -2.3803 -0.0645 2.3024
O8 -1.9452 -2.3559 -1.5417
H58 -4.5318 -3.3488 -1.9064
N4 0.5494 -4.4215 4.4293
H59 2.5785 0.2924 0.5328
H60 -4.7916 1.8316 -3.6410
H61 -5.1292 4.0570 -8.4062
H62 -0.0010 2.1503 -2.4991
C25 -4.9907 1.0511 -2.9260
O9 2.2809 -3.3348 2.5340
H63 -1.7087 2.5407 -5.4619
H64 -4.5010 -1.1521 -1.2571
C26 6.8755 -0.6743 -2.4601
H65 -2.7450 -5.0010 8.2607
H66 0.9472 1.3093 1.5523
H67 -2.8795 0.3479 6.8803
C27 -4.1244 -2.5859 -2.6287
O10 -1.8294 -5.3482 6.4401
O11 -4.7503 4.7660 -6.5993
N5 6.2500 0.6263 -0.4459
H68 -3.3809 3.2625 -7.1013
H69 7.7479 1.1186 0.9786
C28 -0.5912 -4.6812 6.6196
H70 0.0431 -2.4280 -0.7592
H71 1.7002 0.2636 -1.0357
H72 -0.7307 -3.6166 6.4816
H73 6.4709 0.0936 2.7512
H74 -1.9827 2.1211 1.5400
H75 4.5203 0.1248 -0.7194
H76 1.7160 1.4861 -5.6676
H77 7.3302 0.4450 -5.1231
H78 -3.0853 0.0471 -2.8906
C29 1.4473 -2.4821 3.2906
C30 -0.5178 2.0207 -3.4139
C31 -0.5722 -2.4299 -1.6939
H79 3.4777 -3.2042 0.9061

***

Record 7
This record from OMol25 describes a 3-piece molecular cluster, C2H3ClO2S overall in a non-equilibrium geometry. The level of theory is wB97M-V/def2-TZVPD.

The calculation puts the energy above the lowest of the compared OMol25 structures with the same formula, charge and spin at 250.2 kJ/mol. The orbital gap is 9.88 eV.

Geometry (Å):
H1 -0.9096 1.4633 0.5796
H2 -2.4455 -1.2539 -0.4411
C1 -1.2922 0.5891 0.1134
S1 0.4835 -1.5005 -0.3689
H3 1.8373 1.3887 -0.4219
Cl1 2.5032 2.5434 0.0208
O1 0.4103 -2.4428 0.6798
O2 1.4687 -0.4076 -0.1705
C2 -2.0558 -0.3796 0.0088